1.
Molecular formula: C46H54Cl3IrN5OSi
Method: DFT, wB97M-V/def2-TZVPD

Output
- frontier orbital gap (alpha / beta) (eV) = 7.11 / 4.99
- energy above the lowest of the compared OMol25 structures with the same formula, charge and spin (kcal/mol) = 0.0
- spin multiplicity = 2
- lowest unoccupied orbital energy (alpha / beta) (eV) = -0.140 / -2.256
- expectation value of S² = 0.77

The geometry in XYZ format:
```
111
Properties=species:S:1:pos:R:3:lowdin_spin:R:1
Ir 0.58656 0.18667 -0.03386 0.3819
O -1.10807 -0.52732 0.85878 0.0518
C -1.29099 -1.51955 1.70590 0.0033
C -2.38669 -1.45957 2.58495 0.0018
C -2.63703 -2.46693 3.48413 0.0001
C -1.79788 -3.58062 3.56447 0.0006
C -0.71505 -3.65149 2.72182 -0.0001
C -0.45526 -2.64716 1.78044 0.0014
C 0.68173 -2.75397 0.88989 -0.0003
N 1.12312 -1.84769 0.02273 -0.0040
C 2.22850 -2.39665 -0.62119 0.0002
C 2.44506 -3.63217 -0.12857 -0.0001
N 1.45413 -3.85221 0.80057 -0.0004
H -2.98913 -0.56307 2.57887 0.0000
H -3.48086 -2.37939 4.15735 0.0001
H -1.97968 -4.35923 4.29187 0.0000
H -0.04375 -4.49738 2.81587 0.0000
H 2.75836 -1.88899 -1.40563 0.0001
H 3.18120 -4.37395 -0.37775 0.0000
H 1.35382 -4.66560 1.37998 -0.0001
C -4.87475 0.89319 -1.87291 -0.0003
C -4.05891 -0.02795 -0.95744 -0.0002
C -4.95732 -0.55572 0.16105 -0.0001
C -3.41802 -1.17156 -1.72815 0.0018
C -4.26897 -2.14148 -2.24356 -0.0001
C -3.78301 -3.22081 -2.95676 0.0014
C -2.42258 -3.33870 -3.14712 -0.0002
C -1.52330 -2.39294 -2.65749 0.0021
C -0.06158 -2.59568 -2.99895 0.0003
C 0.19320 -2.41541 -4.49969 0.0001
C 0.39462 -3.98909 -2.56120 0.0000
C -2.02958 -1.29134 -1.95915 0.0019
N -1.21252 -0.11544 -1.67010 0.0404
C -1.63056 0.86129 -2.37265 -0.0037
C -1.39671 2.27407 -2.19109 0.0535
C -2.11996 3.05060 -3.10845 -0.0098
C -2.22400 4.41645 -3.00599 0.0687
C -1.59862 5.02468 -1.92360 -0.0110
C -0.86057 4.29028 -1.02672 0.0586
C -0.68914 2.87922 -1.12346 -0.0079
N 0.10788 2.20031 -0.20154 0.2882
C 0.63149 3.18139 0.74943 0.0160
C 1.87009 3.78638 0.45926 0.0066
C 2.33289 4.78293 1.30964 0.0002
C 1.56315 5.24922 2.35429 0.0006
C 0.30058 4.72868 2.54423 0.0002
C -0.21082 3.68877 1.76530 0.0071
C -1.72749 3.45911 1.95999 0.0007
C -2.16208 3.32481 3.43232 0.0001
C -2.42501 2.34813 1.18111 0.0028
C 2.69417 3.50510 -0.79246 0.0035
C 4.20232 3.54175 -0.52765 0.0003
C 2.39070 4.50452 -1.91632 0.0010
H -5.16235 1.80131 -1.33916 0.0000
H -5.79068 0.39903 -2.20510 0.0000
H -4.31926 1.18727 -2.76512 -0.0002
H -3.27363 0.56281 -0.49134 0.0000
H -5.75886 -1.18056 -0.23616 0.0000
H -5.41771 0.27626 0.69925 0.0000
H -4.38787 -1.15486 0.86317 0.0000
H -5.33531 -2.04466 -2.08315 0.0000
H -4.46043 -3.95734 -3.36953 0.0001
H -2.03840 -4.17315 -3.71998 0.0000
H 0.53035 -1.85055 -2.46605 0.0001
H -0.17746 -3.27604 -5.06083 0.0000
H 1.26366 -2.32073 -4.69330 0.0000
H -0.30091 -1.52554 -4.89211 0.0000
H -0.12187 -4.76008 -3.13548 0.0000
H 0.18252 -4.16379 -1.50594 0.0000
H 1.46332 -4.11208 -2.73245 0.0000
H -2.34473 0.65066 -3.17121 -0.0002
H -2.63225 2.53540 -3.91194 -0.0017
H -2.79157 4.98768 -3.72723 0.0042
H -1.67406 6.09492 -1.77946 -0.0022
H -0.37509 4.83566 -0.23520 0.0028
H 3.30074 5.22694 1.12334 0.0004
H 1.92498 6.04801 2.98937 0.0000
H -0.33185 5.18369 3.29089 0.0003
H -2.16028 4.40202 1.60047 0.0004
H -1.99141 2.31368 3.79103 0.0000
H -3.23290 3.52602 3.50143 0.0000
H -1.65745 4.00190 4.11439 0.0000
H -1.95082 1.37702 1.30837 0.0007
H -2.49791 2.56290 0.11617 0.0000
H -3.44774 2.26150 1.55852 0.0001
H 2.44396 2.51370 -1.15041 0.0010
H 4.56008 4.56631 -0.40338 0.0002
H 4.72766 3.11204 -1.38103 0.0000
H 4.47938 2.97333 0.35918 0.0000
H 2.57135 5.52962 -1.57976 0.0000
H 1.36610 4.44487 -2.27587 0.0005
H 3.05236 4.30505 -2.76222 0.0000
C 4.21836 0.06314 0.46958 -0.0001
C 3.63948 0.14335 -0.89146 0.0063
C 4.40804 -0.00607 -2.00852 0.0073
C 3.56119 0.15374 -3.12038 0.0133
C 2.30101 0.40143 -2.64763 0.0005
C 1.22633 0.82404 -3.59049 -0.0007
N 2.30653 0.38683 -1.23834 0.0236
H 5.29243 0.23625 0.39228 0.0000
H 4.08110 -0.90985 0.93114 0.0001
H 3.82482 0.82461 1.12854 0.0000
H 5.47315 -0.17788 -2.00450 0.0003
H 3.83322 0.15297 -4.16482 0.0008
H 1.66374 0.82714 -4.58918 0.0000
H 0.88537 1.83954 -3.38937 0.0002
H 0.37130 0.16752 -3.62125 -0.0004
Cl 2.63158 1.85263 2.96790 -0.0022
Si 1.47363 0.32820 2.18017 -0.0101
Cl -0.03748 0.34435 3.58906 -0.0024
Cl 2.51388 -1.36069 2.87337 -0.0020
```

---

2.
Molecular formula: C46H54F33N3O16S
Method: DFT, wB97M-V/def2-TZVPD

Output
- frontier orbital gap (eV) = 8.91
- SMILES string = NCCc1ccc2nccnc2c1CCC(F)(F)C(F)(F)S(F)(F)(F)(F)F.CCOC(=O)C(F)(F)F.CCOC(=O)C(F)(F)F.CCOC(=O)C(F)(F)F.CCOC(=O)C(F)(F)F.CCOC(=O)C(F)(F)F.CCOC(=O)C(F)(F)F.CCOC(=O)C(F)(F)F.CCOC(=O)C(F)(F)F
- lowest unoccupied orbital energy (eV) = -0.044

The geometry in XYZ format:
```
153
Properties=species:S:1:pos:R:3:mulliken_charge:R:1
N 6.30873 -1.98791 0.10191 -0.5848
C 6.15123 -0.65699 -0.54285 -1.2388
C 4.68274 -0.43648 -0.93060 0.3888
C 3.81642 0.12306 0.18898 0.9324
C 4.30332 0.01343 1.52107 -0.8570
C 3.60718 0.50686 2.54862 -0.8711
C 2.37619 1.13808 2.37455 0.4481
N 1.71331 1.59742 3.47880 -0.7262
C 0.57366 2.15510 3.17505 -0.3342
C 0.08073 2.31551 1.86791 -0.4725
N 0.71461 1.88105 0.81374 -0.2614
C 1.89650 1.24973 1.07601 -0.5504
C 2.62501 0.71170 -0.01654 0.4734
C 2.05800 0.81114 -1.42321 -0.0799
C 1.26107 -0.45856 -1.82458 -0.6748
C -0.26225 -0.26291 -1.92796 0.9916
F -0.71325 0.84900 -1.35097 -0.2394
F -0.52248 -0.10601 -3.27510 -0.3778
C -1.07163 -1.52964 -1.52930 0.3803
F -0.47426 -2.64025 -1.94594 -0.2790
F -2.24648 -1.48773 -2.17932 -0.2900
S -1.48030 -1.70095 0.30664 1.4914
F -0.24520 -0.81675 0.72985 -0.2042
F -0.55979 -3.00083 0.43083 -0.3355
F -2.68780 -2.67981 -0.04462 -0.3599
F -2.46107 -0.47288 0.25408 -0.3309
F -1.83034 -1.86847 1.84253 -0.3063
H 6.60061 -2.62196 -0.63287 0.2266
H 7.05924 -1.93563 0.78126 0.2296
H 6.81365 -0.55148 -1.40685 0.3586
H 6.48211 0.10689 0.16231 0.6656
H 4.69380 0.27302 -1.76717 -0.1247
H 4.27575 -1.36006 -1.35465 0.3176
H 5.23595 -0.46881 1.76210 0.3583
H 3.98937 0.39552 3.55635 0.4320
H -0.03658 2.52746 3.99522 0.4875
H -0.87857 2.80064 1.71484 0.4711
H 2.92333 0.82018 -2.06511 -0.2277
H 1.54170 1.75102 -1.59549 0.7990
H 1.44649 -1.26071 -1.10578 0.5041
H 1.62692 -0.81138 -2.78688 -0.1017
C -3.26681 -0.59828 3.90903 -1.1083
C -4.57200 -0.36196 4.63734 -0.0712
O -4.39076 -0.45615 6.06595 -0.3623
C -3.93733 0.63262 6.66651 0.2800
O -3.66400 1.67061 6.14018 -0.5341
C -3.85040 0.38939 8.17950 0.9935
F -3.31528 -0.80348 8.46733 -0.2775
F -5.07145 0.42502 8.73693 -0.2537
F -3.10595 1.31207 8.78634 -0.2594
H -2.82864 -1.55134 4.20615 0.3401
H -3.42888 -0.60407 2.83612 0.2686
H -2.53985 0.17959 4.14714 0.2929
H -5.29055 -1.13422 4.37251 0.5638
H -5.00744 0.59221 4.37257 0.1225
C -11.30041 2.59882 4.96018 -1.0668
C -10.05303 3.39458 4.64685 -0.2917
O -8.92552 2.51723 4.45914 -0.2730
C -8.80434 1.97558 3.25483 0.1562
O -9.53317 2.14849 2.32485 -0.5231
C -7.54049 1.10600 3.20433 1.1593
F -7.42045 0.33893 4.30304 -0.2847
F -6.44267 1.87260 3.11693 -0.2740
F -7.54163 0.29401 2.15218 -0.2587
H -11.13143 1.94725 5.81848 0.2751
H -12.13511 3.26290 5.18214 0.4292
H -11.57904 1.96154 4.12105 0.2983
H -9.79786 4.03937 5.48550 0.3220
H -10.19031 4.03378 3.77563 0.3287
C 3.23660 -1.98461 -7.19579 -1.1987
C 2.97643 -2.47984 -5.79184 0.2802
O 4.18937 -2.99060 -5.20098 -0.3329
C 5.00316 -2.09210 -4.67445 0.4416
O 4.83208 -0.90823 -4.64506 -0.4864
C 6.21494 -2.78428 -4.04440 0.8853
F 6.71921 -3.74161 -4.82943 -0.2492
F 5.87969 -3.35886 -2.87589 -0.2815
F 7.19821 -1.91765 -3.79858 -0.2709
H 3.69612 -2.76751 -7.79635 0.2743
H 2.30692 -1.67354 -7.67241 0.5154
H 3.92303 -1.13755 -7.19013 0.2314
H 2.27596 -3.31239 -5.80748 0.4280
H 2.54164 -1.70105 -5.16511 -0.1946
C -9.61450 -3.94480 5.73552 -1.1470
C -10.04328 -2.59600 6.27155 -0.2163
O -10.97726 -1.95929 5.37868 -0.2539
C -12.24632 -2.33232 5.49602 0.2839
O -12.67612 -3.14007 6.26354 -0.5112
C -13.11152 -1.52792 4.51598 0.9356
F -12.54610 -1.44234 3.30548 -0.2473
F -13.28767 -0.27612 4.96594 -0.2568
F -14.31269 -2.07413 4.35423 -0.2505
H -9.21597 -3.84444 4.72515 0.2976
H -8.84819 -4.38201 6.37474 0.3875
H -10.45805 -4.63311 5.68495 0.3344
H -9.18615 -1.92796 6.33432 0.3205
H -10.46786 -2.67755 7.27131 0.3278
C 9.10224 -3.61776 -8.88230 -1.2619
C 8.68735 -2.27864 -8.31265 0.2310
O 7.86840 -1.55121 -9.25151 -0.3171
C 6.58361 -1.86401 -9.26922 0.4131
O 6.04747 -2.68758 -8.58658 -0.5156
C 5.84247 -0.97212 -10.27545 0.8475
F 6.51510 -0.85421 -11.42430 -0.2452
F 5.67468 0.26078 -9.77402 -0.2475
F 4.63724 -1.46223 -10.55894 -0.2480
H 9.59586 -3.48494 -9.84566 0.3191
H 9.78595 -4.12468 -8.20243 0.4052
H 8.23695 -4.26022 -9.04724 0.3293
H 9.56542 -1.66029 -8.13685 0.2730
H 8.16946 -2.39074 -7.36042 0.0422
C -5.18785 1.49788 12.41708 -1.1664
C -5.00280 0.00083 12.29483 -0.1623
O -5.57670 -0.68103 13.42653 -0.3196
C -6.88242 -0.90576 13.36988 0.3596
O -7.61335 -0.59405 12.47705 -0.5135
C -7.33104 -1.67915 14.61844 0.8784
F -6.78368 -1.18060 15.73320 -0.2456
F -6.96780 -2.96663 14.52914 -0.2537
F -8.65267 -1.63874 14.76350 -0.2383
H -4.78287 1.85594 13.36445 0.3432
H -4.68195 2.01166 11.60009 0.3482
H -6.24429 1.76548 12.39446 0.3153
H -3.94257 -0.24481 12.29825 0.3229
H -5.42284 -0.38006 11.36508 0.3243
C 0.49225 3.94504 -7.40304 -1.1441
C 0.32271 3.38970 -6.00526 -0.2471
O 1.56672 2.86436 -5.50492 -0.2042
C 2.40440 3.74849 -4.97849 0.2549
O 2.22357 4.92570 -4.88716 -0.5258
C 3.64848 3.02437 -4.44810 0.9150
F 4.09257 2.10125 -5.30349 -0.2016
F 3.38638 2.37819 -3.29751 -0.4119
F 4.64840 3.86909 -4.20531 -0.2695
H 0.91635 3.18900 -8.06506 0.3010
H -0.46865 4.26543 -7.80422 0.3901
H 1.17126 4.79766 -7.40695 0.3154
H -0.37275 2.55275 -6.01559 0.3155
H -0.07670 4.13754 -5.32144 0.3466
C 11.15344 2.73716 -6.31060 -1.1264
C 10.29080 2.79530 -7.55291 -0.1139
O 11.09512 2.70505 -8.74461 -0.3363
C 11.44039 1.48401 -9.12446 0.3740
O 11.15028 0.46525 -8.56888 -0.5199
C 12.24530 1.55175 -10.43045 0.8911
F 13.16059 2.52649 -10.39649 -0.2448
F 11.43371 1.79176 -11.46884 -0.2570
F 12.88046 0.40660 -10.66544 -0.2391
H 11.92519 3.50687 -6.34591 0.3107
H 10.54626 2.88776 -5.41863 0.3789
H 11.65850 1.77476 -6.22795 0.3070
H 9.77907 3.75381 -7.60920 0.3141
H 9.52791 2.01765 -7.54929 0.2446
```

---

3.
Molecular formula: C46H56CdN4OP2S2Se2
Method: DFT, wB97M-V/def2-TZVPD

Output
- frontier orbital gap (eV) = 7.77
- charge = +2
- lowest unoccupied orbital energy (eV) = -4.370

The geometry in XYZ format:
```
114
Properties=species:S:1:pos:R:3:mulliken_charge:R:1
Cd -0.55701 1.09669 0.93410 3.5681
N -3.88948 2.47316 1.69816 0.3478
C -2.93214 3.45268 1.50681 0.1380
C -3.34115 4.76948 1.78287 -1.2973
C -2.43672 5.79116 1.68831 -0.6874
C -1.12392 5.50066 1.31463 -1.1428
C -0.80976 4.19654 1.04443 -0.8446
N -1.68879 3.16412 1.13259 1.1874
C -3.98168 1.12084 1.37121 0.2502
C -5.26072 0.56316 1.46054 -1.1257
C -5.43673 -0.76455 1.16220 -0.9645
C -4.33618 -1.51286 0.75729 -0.9839
C -3.12365 -0.87957 0.69215 -0.1266
N -2.91462 0.41317 1.01582 1.3523
H -4.77158 2.85248 1.99958 0.1776
H -4.36692 4.96241 2.07367 0.5372
H -2.74170 6.80717 1.90528 0.4567
H -0.37190 6.27264 1.22793 0.5525
H 0.17858 3.92607 0.71695 0.3736
H -6.09838 1.18429 1.75422 0.5293
H -6.42109 -1.21030 1.22768 0.4739
H -4.41981 -2.55767 0.49301 0.6113
H -2.25527 -1.42210 0.35342 -0.6658
C 2.59664 -6.64337 -0.47335 -0.7940
S 0.93988 -6.21962 -1.04992 -0.0637
C 1.37812 -5.01643 -2.33325 -1.1919
C 1.51720 -3.58339 -1.81948 0.6851
C 0.14494 -3.08095 -1.38443 -0.1705
N 0.06298 -1.75812 -0.69887 0.9706
P 0.39277 -1.52718 0.95671 -0.1402
C 2.08224 -2.13105 1.25307 0.7148
C 3.13877 -1.34363 0.79203 0.3426
C 4.45150 -1.77687 0.92024 -1.3300
C 4.71658 -2.99764 1.52763 -0.6475
C 3.67109 -3.78101 2.00194 -0.7577
C 2.35667 -3.35568 1.86361 -0.4700
C -0.60779 -2.64519 1.98748 1.3137
C -0.38183 -2.49864 3.35909 -0.8472
C -1.06287 -3.27698 4.28111 -0.9304
C -1.98953 -4.21526 3.84253 -0.7803
C -2.23093 -4.36331 2.48594 -0.9332
C -1.54591 -3.58279 1.56291 -0.6022
P -0.20004 -0.28758 -1.53657 -0.1960
C 0.81080 -0.42540 -3.03399 1.1260
C 2.19767 -0.35853 -2.86105 -0.4747
C 3.04816 -0.39779 -3.95255 -0.5351
C 2.51763 -0.49065 -5.23649 -0.8145
C 1.14273 -0.53843 -5.41858 -0.8026
C 0.28681 -0.49866 -4.32175 -1.1176
C -1.91347 -0.22631 -2.14849 0.8514
C -2.50313 1.03735 -2.11227 -0.5386
C -3.81472 1.22579 -2.52981 -0.5739
C -4.56116 0.13930 -2.96471 -0.8039
C -3.98885 -1.12744 -2.99618 -0.8837
C -2.67096 -1.30707 -2.60200 -0.2283
H 2.48003 -7.33340 0.36184 0.3539
H 3.14052 -5.76332 -0.13029 0.1464
H 3.15782 -7.14251 -1.26199 0.3562
H 0.60648 -5.08067 -3.10355 0.4405
H 2.30862 -5.34941 -2.79286 0.5804
H 1.91998 -2.94794 -2.61018 -0.4508
H 2.22526 -3.56744 -0.99059 -0.0399
H -0.28639 -3.82906 -0.72864 0.0810
H -0.48945 -3.03395 -2.26956 -0.0145
H 2.93727 -0.38588 0.32742 0.1600
H 5.26613 -1.15968 0.56130 0.5126
H 5.73959 -3.33585 1.63887 0.4281
H 3.88106 -4.72860 2.48299 0.5157
H 1.55042 -3.98053 2.22921 0.4401
H 0.35023 -1.78072 3.71441 0.5719
H -0.87177 -3.15315 5.33990 0.4797
H -2.52179 -4.82871 4.55810 0.4231
H -2.95074 -5.09417 2.13831 0.4914
H -1.76704 -3.71629 0.51365 0.5052
H 2.61526 -0.30045 -1.86005 0.2896
H 4.12116 -0.36177 -3.80656 0.4581
H 3.17863 -0.52547 -6.09347 0.4293
H 0.73008 -0.60658 -6.41759 0.4410
H -0.78385 -0.52031 -4.48120 0.4628
H -1.93484 1.88696 -1.74229 0.2247
H -4.25525 2.21494 -2.50642 0.4867
H -5.58708 0.27694 -3.28261 0.4264
H -4.56838 -1.97550 -3.33897 0.4986
H -2.24695 -2.30250 -2.63903 0.2152
C 2.35990 3.72513 2.22636 -0.9675
Se 2.07166 1.83265 1.92045 0.1797
C 2.05913 1.29246 3.78333 -0.8159
C 0.87163 1.80373 4.57780 -0.9565
Se -0.83722 1.10748 3.95569 0.2410
C -1.88634 2.65174 4.48020 -1.0552
H 3.30484 3.84867 2.74791 0.5067
H 1.54648 4.16243 2.79891 0.2361
H 2.41295 4.18607 1.24383 0.1462
H 2.98258 1.66773 4.22200 0.6142
H 2.12324 0.20367 3.78305 0.2486
H 0.80310 2.88875 4.53718 0.4132
H 0.96395 1.50836 5.62056 0.5656
H -1.75131 2.81561 5.54510 0.5137
H -2.92843 2.41546 4.28291 0.3362
H -1.58322 3.52915 3.91318 0.1927
O 1.03641 2.77554 -0.75515 -0.9311
S 1.19485 2.92035 -2.26565 0.4290
C 1.16437 4.67710 -2.67231 -0.6900
C 2.25001 4.87676 -3.72085 -0.7638
C 3.46970 4.09235 -3.22392 -0.7270
C 2.96224 2.75810 -2.65755 -0.1344
H 1.38892 5.18960 -1.73241 0.2592
H 0.16118 4.94071 -3.00484 0.4776
H 2.47067 5.93492 -3.85197 0.3989
H 1.91602 4.49711 -4.68894 0.3284
H 3.99059 4.65619 -2.44990 0.3265
H 4.17940 3.92010 -4.03038 0.3736
H 3.41712 2.46936 -1.70903 0.3962
H 3.05922 1.93057 -3.35912 -0.1492
```